# 1
2 unconnected molecules or ions with the total composition C5H7NO3S, computed with ωB97M-V/def2-TZVPD.

Positions of all 17 atoms, in Å:
C  1.1749  -1.3412  -0.5656
C  1.2444  -0.9238  0.7887
C  -0.1230  -1.4304  -0.8971
C  -0.0258  -0.6802  1.2224
C  1.3675  2.1823  -0.4215
N  -0.9140  -1.0076  0.1897
O  -2.8474  0.0746  1.3830
O  -2.2680  0.6395  -1.0104
O  0.1953  2.2473  -0.3171
S  -2.5813  -0.5569  0.0902
H  2.0280  -1.6685  -1.1344
H  2.1412  -0.8035  1.4826
H  -0.5352  -1.7972  -1.7663
H  -0.3699  -0.7644  2.2181
H  1.7867  1.8811  -1.3607
H  1.9644  2.5301  0.5344
H  -2.2380  1.4187  -0.4361

Values from the calculation:
E_LUMO (alpha / beta) ... 0.90 / -2.08 eV
ΔE to the lowest compared entry with this formula, charge and spin ... 134.4 kJ/mol
HOMO energy (alpha / beta) ... -0.1764 / -0.3539 Ha
Gap between HOMO and LUMO (alpha / beta) ... 5.70 / 7.55 eV
Multiplicity ... 3

***

# 2
A molecular structure, C4H6O2Tm, computed with ωB97M-V/def2-TZVPD.

Positions of all 13 atoms, in Å:
H  -0.5806  -0.3170  -1.3712
O  -2.5831  0.6296  -0.6055
C  -1.2797  0.5094  -0.6041
C  -0.6647  -0.4808  0.1618
C  0.7881  -0.8935  0.3868
C  1.8145  -0.0654  -0.3333
O  1.8060  1.2597  -0.1488
Tm  0.2701  2.2554  0.6572
H  -2.8732  1.3598  -0.0428
H  -1.3373  -0.8795  0.9344
H  0.8915  -1.9453  0.0804
H  0.9737  -0.9051  1.4811
H  2.7748  -0.5274  -0.5960

Values from the calculation:
E_LUMO (alpha / beta) ... -10.76 / -10.91 eV
HOMO energy (alpha / beta) ... -0.5806 / -0.6617 Ha
Gap between HOMO and LUMO (alpha / beta) ... 5.04 / 7.10 eV
Charge ... +2
Multiplicity ... 4

***

# 3
2 unconnected molecules or ions with the total composition C3H7BrN, computed with ωB97M-V/def2-TZVPD.

Positions of all 12 atoms, in Å:
C  -2.4786  -0.9946  0.0479
C  -1.1599  -0.7431  -0.2287
C  -0.4587  0.3000  0.3258
N  0.7595  0.7483  0.1621
Br  3.8767  0.7118  -0.3472
H  -2.8880  -1.9168  -0.3341
H  -3.0393  -0.3708  0.6253
H  -0.7655  -1.5212  -0.9510
H  -0.9175  1.0033  0.9006
H  1.0989  1.5325  0.6937
H  1.4425  0.2246  -0.3875
H  4.5831  1.7684  -0.7128

Values from the calculation:
E_LUMO ... -5.74 eV
ΔE to the lowest compared entry with this formula, charge and spin ... 9.4 kJ/mol
HOMO energy ... -0.5423 Ha
Gap between HOMO and LUMO ... 9.01 eV
Charge ... +1

***

# 4
2 unconnected molecules or ions with the total composition C2H4ClN2P, computed with ωB97M-V/def2-TZVPD.

Positions of all 10 atoms, in Å:
C  0.4809  -1.6500  -0.7533
C  -1.2386  1.0178  0.7897
N  1.4247  -0.9675  -0.2996
N  -0.4071  1.1201  -0.1247
P  2.5802  -0.2399  0.3255
Cl  0.2622  2.6323  -0.5387
H  0.0478  -1.4071  -1.6808
H  -0.0829  -2.3674  -0.2065
H  -1.5763  -0.0147  1.0453
H  -1.4909  1.8765  1.4432

Values from the calculation:
E_LUMO ... -0.07 eV
ΔE to the lowest compared entry with this formula, charge and spin ... 409.2 kJ/mol
HOMO energy ... -0.2614 Ha
Gap between HOMO and LUMO ... 7.05 eV

***

# 5
A molecular structure, C34H35MnN5P2S, computed with ωB97M-V/def2-TZVPD.

Positions of all 78 atoms, in Å:
Mn  -0.7317  1.7100  -1.0345
N  -2.1572  3.7972  -4.3829
C  -2.2143  2.6273  -5.0953
C  -1.7899  1.6495  -4.2480
N  -1.4798  2.2071  -3.0361
C  -1.7127  3.5097  -3.1442
C  -1.5018  4.3765  -2.0060
N  -1.0531  3.8724  -0.8616
C  -1.0310  4.9047  0.0395
C  -1.4650  6.0421  -0.5700
N  -1.7677  5.6885  -1.8593
H  -2.4226  4.7026  -4.7355
H  -2.5297  2.5803  -6.1229
H  -1.6904  0.5927  -4.4290
H  -0.7053  4.7695  1.0564
H  -1.5855  7.0468  -0.2042
H  -2.0817  6.3244  -2.5742
C  3.0956  -4.1400  3.4229
S  1.8987  -3.3552  4.5264
C  1.0193  -2.2954  3.3450
C  1.8590  -1.1267  2.8310
C  1.0098  0.0319  2.3063
N  0.3784  -0.2734  0.9881
P  -1.2714  0.3257  0.9126
C  -2.1299  -0.4225  2.3221
C  -2.2181  -1.8005  2.5103
C  -2.9376  -2.2959  3.5829
C  -3.5726  -1.4282  4.4649
C  -3.4854  -0.0572  4.2811
C  -2.7643  0.4469  3.2090
C  -1.9808  -0.6123  -0.4987
C  -3.0520  0.0199  -1.1454
C  -3.7750  -0.6435  -2.1262
C  -3.4321  -1.9431  -2.4668
C  -2.3643  -2.5741  -1.8367
C  -1.6416  -1.9177  -0.8566
P  1.1557  0.3400  -0.4866
C  1.3819  -1.1320  -1.5118
C  1.6884  -2.3919  -1.0059
C  1.9018  -3.4457  -1.8791
C  1.8109  -3.2495  -3.2524
C  1.4865  -2.0001  -3.7596
C  1.2700  -0.9430  -2.8895
C  2.8315  0.8516  -0.0266
C  3.0165  2.2056  0.2661
C  4.2522  2.6654  0.6893
C  5.3083  1.7742  0.8164
C  5.1384  0.4356  0.4879
C  3.9077  -0.0289  0.0537
H  3.6447  -4.8621  4.0214
H  3.7907  -3.4036  3.0223
H  2.5765  -4.6595  2.6178
H  0.1596  -1.9257  3.9065
H  0.6505  -2.9253  2.5324
H  2.5327  -1.4630  2.0437
H  2.4746  -0.7439  3.6476
H  1.6199  0.9360  2.2605
H  0.2106  0.2166  3.0282
H  -1.7223  -2.4805  1.8319
H  -3.0056  -3.3657  3.7288
H  -4.1373  -1.8280  5.2963
H  -3.9737  0.6183  4.9703
H  -2.6925  1.5178  3.0578
H  -3.3570  1.0173  -0.8312
H  -4.6141  -0.1592  -2.6083
H  -4.0065  -2.4689  -3.2179
H  -2.1092  -3.5917  -2.1027
H  -0.8089  -2.4086  -0.3753
H  1.7317  -2.5491  0.0665
H  2.1405  -4.4269  -1.4897
H  1.9966  -4.0744  -3.9271
H  1.4052  -1.8538  -4.8287
H  1.0139  0.0424  -3.2684
H  2.1822  2.8911  0.1561
H  4.3965  3.7136  0.9138
H  6.2720  2.1267  1.1583
H  5.9714  -0.2501  0.5662
H  3.7909  -1.0614  -0.2434

Values from the calculation:
E_LUMO (alpha / beta) ... -5.38 / -5.77 eV
HOMO energy (alpha / beta) ... -0.4473 / -0.4473 Ha
Gap between HOMO and LUMO (alpha / beta) ... 6.79 / 6.40 eV
Charge ... +2
Multiplicity ... 6

***

# 6
A molecular structure, C30H24Cl3N13O2S3Zr, computed with ωB97M-V/def2-TZVPD.

Positions of all 76 atoms, in Å:
Zr  0.0517  -0.2044  0.4354
N  -0.5018  2.9633  -1.0857
C  0.3528  2.8407  -0.0210
N  1.4712  3.5213  0.1969
N  2.0102  2.9547  1.2637
N  1.2866  1.9898  1.6930
N  0.1787  1.8824  0.9216
C  -1.1479  1.8257  -1.5068
N  -2.3171  1.7121  -2.1096
N  -2.5006  0.4077  -2.2666
N  -1.5118  -0.2581  -1.8119
N  -0.5734  0.6011  -1.3416
H  -0.7418  3.8654  -1.4593
S  -2.1172  -1.4027  1.0089
C  -1.9169  -2.9181  0.1546
C  -3.0099  -3.7763  0.0580
C  -2.9163  -4.9930  -0.6089
C  -3.9732  -5.9299  -0.5842
N  -4.8088  -6.7134  -0.5201
C  -1.7188  -5.3229  -1.2738
C  -0.6179  -4.4895  -1.1462
C  -0.6787  -3.3271  -0.3860
S  0.8330  -2.5301  -0.0107
C  -1.6289  -6.5182  -2.0154
N  -1.5464  -7.4928  -2.6145
H  -3.9356  -3.4932  0.5368
H  0.3151  -4.7594  -1.6150
C  -0.4856  0.1410  4.7961
C  -0.0662  -1.3265  4.7124
C  0.5395  -1.4410  3.3053
O  0.1276  -0.2647  2.5782
C  -0.8849  0.4075  3.3549
H  0.3498  0.7824  5.0783
H  -1.3097  0.3029  5.4856
H  -0.9453  -1.9659  4.7964
H  0.6479  -1.6021  5.4845
H  0.1763  -2.3367  2.7773
H  1.6377  -1.4369  3.3280
H  -1.8704  -0.0376  3.1419
H  -0.8767  1.4667  3.0831
Cl  8.2563  7.7707  -3.0114
C  7.3976  6.4661  -2.2850
C  8.0943  5.4647  -1.6252
C  7.3896  4.4342  -1.0357
C  6.0015  4.3855  -1.0826
C  5.2595  3.2680  -0.3833
C  4.9444  2.1736  -1.4384
N  4.0631  1.1752  -0.9028
C  4.4227  0.2082  -0.0136
C  3.2713  -0.4058  0.3792
N  2.2107  0.1703  -0.2700
C  2.7308  1.1141  -1.0365
O  6.0718  2.7315  0.6413
C  5.4793  2.5492  1.9111
C  4.9407  3.7775  2.5908
C  5.4563  5.0393  2.5581
Cl  6.8622  5.5856  1.7542
S  4.5172  6.1662  3.4844
C  3.4255  4.9152  3.9275
C  3.7673  3.7217  3.3912
C  5.3271  5.3848  -1.7777
Cl  3.6019  5.3571  -1.8866
C  6.0155  6.4262  -2.3783
H  9.1707  5.5013  -1.5618
H  7.9183  3.6687  -0.4897
H  4.3171  3.6502  0.0272
H  5.8868  1.7038  -1.7331
H  4.4706  2.6429  -2.3008
H  5.4436  0.0513  0.2686
H  3.1411  -1.2342  1.0544
H  2.1740  1.7562  -1.6958
H  6.2886  2.1117  2.5086
H  4.6525  1.8284  1.8545
H  2.5858  5.1504  4.5491
H  3.2106  2.8155  3.5357
H  5.4799  7.2004  -2.9033

Values from the calculation:
E_LUMO ... -0.81 eV
ΔE to the lowest compared entry with this formula, charge and spin ... 203.7 kJ/mol
HOMO energy ... -0.3065 Ha
Gap between HOMO and LUMO ... 7.53 eV

***

What calculated total energy values result from the calculations? In sequence: -873.1530, -1390.8020, -2746.9679, -989.5217, -3821.8874, -4642.1769 hartree.
What molar mass values result from the calculations? In sequence: 161.2, 255.0, 137.0, 122.5, 662.6, 892.4 g mol⁻¹.
What F_max values result from the calculations? In sequence: 6.6, 5.3, 4.5, 2.1, 2.2, 2.3 eV/Å.